Here is one molecule with the formula C8H10O6 from the OMol25 dataset. Energies are from the ωB97M-V functional and the def2-TZVPD basis.

Each line ends with the Löwdin charge.
Element x y z (Å)
1 O -0.527 -2.940 -0.489  0.187
2 C 0.332 -2.126 -0.406  -0.384
3 O 1.637 -2.459 -0.109  0.146
4 C 2.227 -1.316 0.427  -0.365
5 O 3.184 -1.374 1.119  0.205
6 C 1.385 -0.152 0.006  -0.026
7 C 1.752 1.293 0.114  -0.144
8 O 3.065 1.402 0.621  -0.128
9 O 3.328 2.797 0.734  -0.006
10 C 0.251 -0.635 -0.502  -0.083
11 C -0.898 0.109 -1.098  -0.112
12 C -2.282 -0.448 -0.743  -0.169
13 C -2.554 -0.542 0.755  -0.247
14 O -3.069 0.679 1.282  -0.060
15 H 1.054 1.809 0.784  0.141
16 H 1.681 1.766 -0.873  0.141
17 H 3.817 2.978 -0.082  0.105
18 H -0.775 0.083 -2.186  0.136
19 H -0.837 1.161 -0.806  0.119
20 H -2.445 -1.412 -1.222  0.109
21 H -3.029 0.236 -1.152  0.119
22 H -1.651 -0.830 1.303  0.118
23 H -3.306 -1.307 0.942  0.122
24 H -2.341 1.229 1.579  0.078

Properties
**SMILES**: O=C1OC(=O)C(COO)=C1CCCO
**E_HOMO**: -10.56 eV
**LUMO**: -0.8 eV
**Kohn-Sham gap**: 0.36019 Ha
**Net charge**: 0
**Energy**: -762.17525 a.u.


Here is one molecule with the formula C2H10BNOSSi at a distorted geometry from the OMol25 dataset. Energies are from the ωB97M-V functional and the def2-TZVPD basis.

Each line ends with the Löwdin charge.
Element x y z (Å)
1 C -0.745 1.295 -1.294  -0.116
2 N -0.605 0.561 0.021  -0.207
3 C -1.164 1.334 1.194  -0.123
4 B 0.800 0.044 0.266  -0.639
5 O 1.884 0.748 0.980  -0.021
6 Si 1.178 -1.752 -0.447  0.378
7 S -0.364 -3.152 0.249  0.298
8 H 0.257 1.272 -1.943  0.106
9 H -1.131 2.397 -1.201  0.099
10 H -1.542 0.707 -1.960  0.104
11 H -0.968 2.487 1.171  0.096
12 H -2.345 1.201 1.198  0.105
13 H -0.789 0.858 2.222  0.109
14 H 2.109 0.266 1.852  0.126
15 H 1.016 -1.630 -1.895  -0.072
16 H 2.517 -2.235 -0.051  -0.072
17 H -0.108 -4.401 -0.362  -0.171

Properties
**SMILES**: CN(C)B(O)[SiH2]S
**E_HOMO**: -8.98 eV
**LUMO**: 0.1 eV
**Kohn-Sham gap**: 0.33372 Ha
**Net charge**: 0
**Energy**: -924.71049 a.u.


Here is C27H24BaCl3N4O2S as an isolated structure at a distorted geometry from the OMol25 dataset. Energies are from the ωB97M-V functional and the def2-TZVPD basis.

Each line ends with the Löwdin charge.
Element x y z (Å)
1 Ba -1.012 1.051 3.253  1.828
2 C 0.881 2.205 5.607  -0.210
3 C -0.524 2.071 5.710  -0.456
4 C -1.110 3.255 5.183  -0.323
5 C -0.075 4.057 4.690  -0.173
6 C 1.143 3.412 4.958  -0.156
7 H 1.613 1.481 5.933  0.090
8 H -1.035 1.380 6.369  0.082
9 H -2.164 3.498 5.177  0.083
10 H -0.200 5.011 4.204  0.090
11 H 2.121 3.786 4.709  0.089
12 Cl -2.114 -6.497 -0.817  0.708
13 C -0.962 -5.225 -1.041  -0.652
14 C -0.905 -4.185 -0.127  -0.095
15 C 0.008 -3.169 -0.334  -0.036
16 C 0.870 -3.154 -1.432  -0.189
17 C 1.839 -2.027 -1.666  -0.265
18 C 2.884 -1.848 -0.564  -0.034
19 N 2.314 -1.437 0.711  -0.057
20 C 2.216 -2.199 1.843  -0.050
21 C 1.532 -1.450 2.747  -0.155
22 N 1.205 -0.233 2.191  -0.122
23 C 1.697 -0.275 0.969  -0.180
24 O 1.270 -0.718 -1.909  -0.110
25 C -0.134 -0.507 -2.012  -0.159
26 C -0.785 -1.320 -3.081  -0.324
27 C -2.032 -1.862 -3.006  -0.968
28 Cl -3.148 -1.723 -1.696  0.659
29 S -2.483 -2.729 -4.404  1.026
30 C -0.984 -2.368 -5.141  -0.392
31 C -0.187 -1.612 -4.339  -0.142
32 C 0.797 -4.238 -2.308  -0.561
33 Cl 1.858 -4.361 -3.682  0.754
34 C -0.111 -5.268 -2.131  -0.114
35 H -1.580 -4.173 0.714  0.110
36 H 0.035 -2.350 0.370  0.102
37 H 2.423 -2.268 -2.563  0.107
38 H 3.607 -1.094 -0.882  0.144
39 H 3.428 -2.776 -0.379  0.147
40 H 2.646 -3.180 1.900  0.135
41 H 1.310 -1.694 3.770  0.105
42 H 1.656 0.504 0.230  0.126
43 H -0.204 0.562 -2.237  0.123
44 H -0.652 -0.677 -1.058  0.093
45 H -0.768 -2.730 -6.128  0.074
46 H 0.799 -1.284 -4.620  0.120
47 H -0.152 -6.085 -2.834  0.112
48 N 1.098 3.174 -2.091  0.184
49 C -0.234 3.366 -2.289  -0.521
50 O -0.759 3.367 -3.377  0.097
51 C -1.054 3.528 -1.042  -0.111
52 C -2.140 4.399 -1.041  0.035
53 C -2.880 4.529 0.120  -0.014
54 C -2.538 3.753 1.220  -0.129
55 N -1.538 2.873 1.209  -0.111
56 C -0.808 2.785 0.098  -0.109
57 H 1.672 3.124 -2.919  0.124
58 H 1.531 3.468 -1.232  0.108
59 H -2.379 4.953 -1.937  0.136
60 H -3.713 5.212 0.186  0.120
61 H -3.092 3.845 2.146  0.115
62 H 0.006 2.068 0.101  0.092

Properties
**E_HOMO**: -10.09 eV
**LUMO**: -3.3 eV
**Kohn-Sham gap**: 0.25068 Ha
**Net charge**: +1
**Energy**: -3216.88293 a.u.


Here is a 13-piece molecular cluster, C29H32Cl36NO7P overall at a distorted geometry from the OMol25 dataset. Energies are from the ωB97M-V functional and the def2-TZVPD basis.

Each line ends with the Löwdin charge.
Element x y z (Å)
1 C 0.727 -2.492 2.742  -0.133
2 C 1.565 -1.857 1.937  -0.092
3 C 2.044 -2.422 0.642  -0.515
4 O 3.167 -2.829 0.570  0.118
5 O 1.222 -2.546 -0.411  0.034
6 C 0.166 -1.580 -0.514  -0.159
7 C 0.627 -0.209 -1.027  -0.176
8 C 0.921 0.836 0.050  -0.188
9 C -0.223 1.132 1.036  -0.183
10 C -1.596 1.030 0.404  -0.188
11 C -2.703 1.559 1.329  -0.131
12 C -4.013 1.511 0.587  -0.157
13 C -4.623 2.669 0.096  -0.061
14 C -5.813 2.620 -0.634  -0.061
15 C -6.436 1.407 -0.905  0.013
16 C -5.835 0.271 -0.397  -0.088
17 C -4.658 0.295 0.335  -0.045
18 C -4.280 -1.094 0.696  -0.371
19 O -3.266 -1.510 1.165  0.144
20 N -5.360 -1.980 0.288  0.042
21 P -6.313 -2.694 1.529  0.418
22 O -6.673 -4.048 1.155  -0.225
23 O -5.468 -2.752 2.898  -0.117
24 O -7.549 -1.707 1.747  -0.102
25 C -6.241 -1.144 -0.543  -0.395
26 O -7.088 -1.626 -1.221  0.172
27 H 0.649 -2.121 3.768  -0.034
28 H 0.125 -3.332 2.440  0.051
29 H 1.925 -0.875 2.210  0.100
30 H -0.519 -1.980 -1.258  0.131
31 H -0.425 -1.515 0.396  0.100
32 H 1.562 -0.388 -1.559  0.079
33 H -0.088 0.125 -1.773  0.090
34 H 1.123 1.771 -0.479  0.079
35 H 1.848 0.572 0.557  0.101
36 H -0.102 2.166 1.366  0.099
37 H -0.116 0.501 1.918  0.106
38 H -1.646 1.570 -0.545  0.133
39 H -1.860 0.004 0.174  0.084
40 H -2.765 0.960 2.235  0.125
41 H -2.497 2.597 1.569  0.058
42 H -4.188 3.652 0.248  0.034
43 H -6.244 3.526 -1.036  0.110
44 H -7.335 1.328 -1.498  0.126
45 H -5.780 -2.105 3.542  -0.004
46 H -7.683 -1.463 2.671  0.051
47 C 4.207 -5.558 2.991  -1.519
48 Cl 5.015 -5.320 4.547  0.509
49 Cl 4.359 -7.235 2.464  0.497
50 Cl 2.520 -5.077 3.095  0.588
51 H 4.688 -4.923 2.257  0.014
52 C 2.210 0.870 -4.742  -1.550
53 Cl 3.150 1.137 -3.272  0.527
54 Cl 2.277 -0.828 -5.226  0.523
55 Cl 0.536 1.392 -4.525  0.534
56 H 2.648 1.465 -5.530  -0.055
57 C -1.555 -4.175 6.017  -1.512
58 Cl -0.653 -5.680 6.178  0.539
59 Cl -0.832 -3.166 4.754  0.617
60 Cl -3.258 -4.496 5.672  0.536
61 H -1.496 -3.643 6.957  0.004
62 C 3.250 2.134 -8.972  -1.532
63 Cl 4.248 3.259 -8.050  0.510
64 Cl 2.819 0.750 -7.962  0.557
65 Cl 1.806 2.936 -9.586  0.528
66 H 3.820 1.776 -9.815  -0.061
67 C 2.696 -0.977 6.606  -1.563
68 Cl 1.119 -1.479 7.228  0.529
69 Cl 3.570 -2.326 5.888  0.520
70 Cl 2.499 0.325 5.430  0.504
71 H 3.276 -0.600 7.438  -0.013
72 C -6.905 1.744 4.168  -1.505
73 Cl -5.945 0.274 3.972  0.605
74 Cl -6.587 2.754 2.769  0.599
75 Cl -8.621 1.370 4.316  0.557
76 H -6.590 2.249 5.071  0.021
77 C -3.137 6.664 0.994  -1.519
78 Cl -2.205 5.162 0.998  0.558
79 Cl -2.756 7.629 -0.427  0.547
80 Cl -4.870 6.327 1.079  0.541
81 H -2.863 7.231 1.873  0.015
82 C 6.485 1.341 5.112  -1.540
83 Cl 8.012 2.113 5.535  0.533
84 Cl 5.746 0.599 6.534  0.532
85 Cl 5.385 2.499 4.364  0.516
86 H 6.689 0.557 4.395  0.016
87 C 6.829 5.489 -5.664  -1.544
88 Cl 6.970 4.877 -7.314  0.504
89 Cl 6.456 7.213 -5.665  0.529
90 Cl 5.605 4.586 -4.767  0.508
91 H 7.781 5.350 -5.170  0.011
92 C 2.517 1.776 -13.383  -1.538
93 Cl 1.783 3.363 -13.173  0.522
94 Cl 3.964 1.612 -12.379  0.553
95 Cl 1.362 0.496 -13.020  0.535
96 H 2.819 1.678 -14.417  0.011
97 C 2.462 4.898 -1.151  -1.542
98 Cl 1.865 4.014 -2.552  0.505
99 Cl 3.085 6.480 -1.618  0.533
100 Cl 1.193 5.059 0.071  0.508
101 H 3.275 4.331 -0.717  0.015
102 C 3.865 -11.269 2.446  -1.545
103 Cl 4.796 -10.095 1.511  0.494
104 Cl 2.503 -10.491 3.249  0.526
105 Cl 3.314 -12.592 1.417  0.525
106 H 4.514 -11.682 3.206  0.011

Properties
**E_HOMO**: -9.83 eV
**LUMO**: -0.6 eV
**Kohn-Sham gap**: 0.34080 Ha
**Net charge**: 0
**Energy**: -18613.96814 a.u.